# 1
Below is the ion C3H7O2 with charge -1, with properties calculated with ωB97M-V/def2-TZVPD.

Output
E, Eh: -268.97076
SMILES: CO[C@H](C)[O-]
Spin multiplicity: 1
Total charge: -1

Cartesian coordinates (Å):
C 0.266 -1.255 -1.355
O -0.421 -0.207 -0.734
H 0.804 -1.874 -0.623
H -0.451 -1.877 -1.905
H 0.985 -0.876 -2.096
O 1.522 0.330 0.548
C 0.244 0.151 0.618
C -0.571 1.383 1.010
H -0.069 -0.734 1.233
H -0.023 1.882 1.806
H -1.572 1.118 1.399
H -0.713 1.958 0.099


# 2
Below is a cluster of 3 separate species, C3H7O2 in total, with properties calculated with ωB97M-V/def2-TZVPD.

Output
E, Eh: -268.92107
Spin multiplicity: 1
Total charge: -1

Cartesian coordinates (Å):
C -1.485 0.068 -0.077
O -2.678 0.018 0.237
H -1.136 0.296 -1.199
H -0.688 -0.092 0.708
H -0.151 -3.154 -0.999
C 1.643 1.114 0.866
C 1.567 0.362 -0.319
O 1.045 -0.808 -0.463
H 2.062 2.131 0.845
H 1.306 0.680 1.820
H 2.034 0.823 -1.228
H -0.710 -3.627 -0.964


# 3
Below is a structure of composition C3H7O2, with properties calculated with ωB97M-V/def2-TZVPD.

Output
E, Eh: -268.94621
Spin multiplicity: 1
Total charge: -1

Cartesian coordinates (Å):
C 1.870 -0.309 0.132
O 0.769 0.522 0.430
H 2.855 0.316 0.316
H 1.947 -1.324 0.684
H 1.749 -0.590 -0.923
O -0.707 -1.602 -0.319
C -0.641 -0.317 -0.349
C -1.693 0.588 0.256
H -0.338 0.274 -1.270
H -2.641 0.578 -0.400
H -1.163 1.546 0.205
H -2.007 0.318 1.235


# 4
Below is the ion C3H7O2 with charge +1, with properties calculated with ωB97M-V/def2-TZVPD.

Output
E, Eh: -268.61186
Spin multiplicity: 1
Total charge: +1

Cartesian coordinates (Å):
C -2.086 0.495 -0.123
C 1.634 0.495 -0.038
C 0.109 -0.320 0.427
O -0.225 -1.425 -0.327
O -1.007 0.667 0.349
H -2.803 1.150 0.263
H -2.222 -0.365 -0.839
H 2.048 1.195 0.645
H 1.470 0.873 -1.060
H 2.286 -0.355 -0.244
H 0.262 -0.456 1.432
H 0.534 -1.952 -0.485


# 5
Below is a cluster of 2 separate species, C3H7O2P in total, with properties calculated with ωB97M-V/def2-TZVPD.

Output
E, Eh: -610.12545
Spin multiplicity: 1

Cartesian coordinates (Å):
C 1.263 -0.786 -0.480
C 1.987 0.205 0.260
C -1.269 -0.700 -0.151
O 1.459 0.464 -1.012
O 3.393 0.217 0.367
P -1.464 0.985 0.130
H 1.387 -1.614 -1.143
H 1.484 0.808 1.045
H -1.758 -1.300 0.706
H -1.438 -1.197 -1.161
H 3.733 1.061 0.523
H -2.528 0.863 0.958
H -2.286 1.433 -1.002


# 6
Below is a cluster of 2 separate species, C3H7O2PS in total, with properties calculated with ωB97M-V/def2-TZVPD.

Output
E, Eh: -1008.49889
SMILES: CC(=O)O.CP=S
Spin multiplicity: 1

Cartesian coordinates (Å):
C 1.475 -0.211 0.072
C 1.890 -1.585 0.372
C -2.364 1.524 -0.414
O 1.126 0.342 -1.004
O 1.364 0.507 1.212
P -1.335 0.104 0.135
S -1.816 -1.319 -1.167
H 2.748 -1.735 1.085
H 1.018 -2.234 0.807
H 2.274 -2.113 -0.452
H -2.168 1.501 -1.481
H -3.406 1.267 -0.160
H -1.924 2.456 0.009
H 1.119 1.495 0.986


Respective relative energy (zero: lowest compared OMol25 entry of this formula, charge and spin) values: 43.5; 74.6; 58.9; 42.8; 145.9; 40.0 kcal/mol.